C21H25N3O2S4Ta as an isolated structure in a non-equilibrium geometry, computed with wB97M-V/def2-TZVPD.

Structure (ORCA input):
```
! wB97M-V def2-TZVPD RIJCOSX def2/J DEFGRID3
* xyz 1 1
Ta -0.20964 -0.36908 0.50911
C 0.86572 1.19126 2.95207
N 0.43151 1.69137 1.60087
C 1.66851 2.34263 1.04963
C 1.56873 3.00617 -0.31431
C 1.47297 2.01836 -1.50552
N 1.47153 0.63708 -0.99573
C 2.51108 -0.03243 -1.34070
C 2.94130 -1.30482 -0.78909
C 3.89601 -2.08897 -1.43850
C 4.32183 -3.26861 -0.85917
C 3.81781 -3.64975 0.38168
C 2.88834 -2.87141 1.05783
C 2.46630 -1.70387 0.45168
O 1.53773 -0.89406 1.05017
C -0.61276 2.71958 1.93372
C -1.57798 3.24021 0.85653
C -1.60196 2.56334 -0.50048
N -1.72075 1.09681 -0.47771
C -2.77882 0.64374 -1.05614
C -3.07837 -0.73852 -1.34389
C -4.36861 -1.13300 -1.71163
C -4.61048 -2.44201 -2.07352
C -3.55626 -3.35510 -2.11443
C -2.26245 -2.98175 -1.78566
C -2.05345 -1.67626 -1.38766
O -0.80074 -1.26501 -1.03237
H 1.18874 2.04460 3.55283
H 1.69319 0.49895 2.84234
H 0.03514 0.69523 3.44588
H 2.43424 1.56935 1.03837
H 1.98943 3.09191 1.77897
H 2.47326 3.60669 -0.42080
H 0.75739 3.73082 -0.32690
H 2.33234 2.15831 -2.16078
H 0.59293 2.17565 -2.12503
H 3.19773 0.41497 -2.06082
H 4.29160 -1.76893 -2.39542
H 5.04915 -3.88873 -1.36404
H 4.15659 -4.57144 0.83683
H 2.50107 -3.15170 2.02658
H -0.08986 3.55940 2.40024
H -1.20595 2.25916 2.71409
H -1.37899 4.29505 0.65451
H -2.57917 3.20656 1.29011
H -0.70624 2.79568 -1.04771
H -2.41877 2.98230 -1.09105
H -3.51327 1.37096 -1.40242
H -5.17286 -0.40695 -1.70171
H -5.61029 -2.75647 -2.33696
H -3.74929 -4.37829 -2.40918
H -1.43581 -3.67729 -1.81142
S -0.43292 -2.66508 1.53497
S -2.38751 -3.03268 2.05921
S -2.49008 -1.51612 3.38621
S -2.14889 -0.01782 1.97632
*
```

## Properties
energy above the lowest of the compared OMol25 structures with the same formula, charge and spin	0.0	kJ/mol
maximum force	1.3	eV Å⁻¹
HOMO energy	-10.5	eV
E_LUMO	-0.1251	hartree
DFT total energy	-2779.68059	Eh

Atom charges from the natural (NBO) analysis, given in e for atoms 1 to 5: number 1, Ta, carries 2.010; number 2, C, carries -0.433; number 3, N, carries -0.498; number 4, C, carries -0.222; number 5, C, carries -0.432

C12H22F6NPPdS4Si2 as an isolated structure, computed with wB97M-V/def2-TZVPD.

Structure (ORCA input):
```
! wB97M-V def2-TZVPD RIJCOSX def2/J DEFGRID3
* xyz -1 2
Pd 0.43465 0.07179 1.63080
S 0.40576 -0.22422 4.10259
S 2.24831 -0.58719 4.60961
S 3.42433 -0.00804 2.96526
S 2.29574 1.37831 2.03613
C 2.86989 -2.23593 -0.07110
Si 2.09529 -0.90181 -1.14169
C 3.24287 0.55514 -1.42278
C 1.88653 -1.73643 -2.82865
C 0.46751 -0.36714 -0.41262
C -0.54250 -1.43328 -0.18096
C -1.14844 -2.34134 -1.04558
C -2.19076 -3.11378 -0.56155
C -2.61482 -2.97522 0.75554
C -1.95548 -2.06974 1.56815
N -0.94181 -1.35523 1.10090
Si -0.42988 1.11060 -1.20329
C -2.23922 1.06585 -0.72571
C -0.40638 0.97543 -3.09165
C 0.37529 2.74374 -0.77473
H 3.89468 -2.45037 -0.38656
H 2.29244 -3.16024 -0.16827
H 2.88770 -1.95818 0.98326
H 4.28395 0.22963 -1.34999
H 3.09178 1.34475 -0.68861
H 3.09308 0.97053 -2.42309
H 2.88621 -1.98955 -3.19756
H 1.40754 -1.10298 -3.57566
H 1.32718 -2.67241 -2.75886
H -0.82648 -2.40194 -2.07602
H -2.69220 -3.81454 -1.21807
H -3.44475 -3.54743 1.14450
H -2.23125 -1.90442 2.60211
H -2.76178 0.27838 -1.27777
H -2.70319 2.02257 -0.97630
H -2.39175 0.91406 0.34178
H -0.78066 0.01051 -3.44323
H 0.59124 1.12918 -3.50962
H -1.05985 1.75149 -3.50179
H 0.57665 2.82815 0.29350
H -0.31423 3.55212 -1.03152
H 1.30515 2.89525 -1.32718
F -0.67781 2.65737 3.57784
P -2.24729 2.66196 3.18353
F -3.80832 2.63171 2.76500
F -2.63367 2.26483 4.70093
F -1.84383 3.02196 1.65297
F -2.14511 1.05713 2.81459
F -2.35228 4.22900 3.54142
*
```

## Properties
energy above the lowest of the compared OMol25 structures with the same formula, charge and spin	0.0	kJ/mol
⟨S²⟩	0.76
maximum force	0.8	eV Å⁻¹
HOMO energy (alpha / beta)	-5.1 / -5.5	eV
E_LUMO (alpha / beta)	0.0879 / 0.0304	hartree
DFT total energy	-3765.81964	Eh

Atom charges from the natural (NBO) analysis, given in e for atoms 1 to 5: number 1, Pd, carries 0.551; number 2, S, carries -0.104; number 3, S, carries 0.103; number 4, S, carries -0.049; number 5, S, carries -0.299

A 9-piece molecular cluster, C17H51NO12 overall in a non-equilibrium geometry, computed with wB97M-V/def2-TZVPD.

Structure (ORCA input):
```
! wB97M-V def2-TZVPD RIJCOSX def2/J DEFGRID3
* xyz 0 1
C -5.04600 0.76302 1.65394
O -4.10600 1.64202 1.03294
C -3.14500 0.99802 0.28394
C -2.27300 2.13902 -0.36606
N -1.18300 1.56902 -1.18606
H -0.58600 1.27202 -0.54806
H -1.57400 0.73602 -1.72106
C -0.42400 2.51402 -2.06606
C 0.67100 1.85302 -2.79406
O 1.11600 2.67502 -3.87106
C 2.12400 2.21602 -4.67806
H -5.24000 -0.19598 0.92294
H -5.89300 1.31002 2.25094
H -4.52000 0.44002 2.49394
H -3.66200 0.20602 -0.36406
H -2.70800 0.64802 1.12994
H -1.74900 2.69302 0.52394
H -3.06100 2.73602 -0.93506
H 0.02200 3.22502 -1.37506
H -1.10500 2.98902 -2.90406
H 0.07400 1.11702 -3.08706
H 1.60900 1.47102 -2.23206
H 2.31400 2.87202 -5.46206
H 1.66800 1.42802 -5.21206
H 2.81900 2.08702 -4.12806
C 0.63900 -0.70598 -0.05606
O 0.00400 -1.01298 -1.19706
O 1.53600 -1.54898 0.49394
O 0.57800 0.43302 0.48694
H 1.89700 -2.29198 0.03894
C -2.95900 -3.18198 2.03994
C -1.75300 -2.53498 1.35494
O -2.05800 -2.47698 -0.06906
H -2.55300 -3.30098 3.16694
H -2.98200 -4.28898 1.51894
H -3.98900 -2.63098 2.02694
H -0.74900 -2.99098 1.39894
H -1.60900 -1.47398 1.66594
H -1.30600 -2.15298 -0.44506
C -1.11800 3.23402 4.00394
C -0.11300 2.70102 3.02994
O -0.41700 1.32002 2.80494
H -1.04300 4.38802 3.97394
H -1.08900 2.89802 4.94094
H -2.14000 3.23302 3.92994
H 1.04800 2.80702 3.32494
H -0.27500 3.24402 2.03594
H 0.02400 0.95802 2.26594
C 3.22400 0.36302 4.59094
C 2.44800 -0.17798 3.53094
O 3.05000 -1.12798 2.70194
H 2.84700 1.00002 5.35394
H 4.18900 0.97302 4.37594
H 3.49100 -0.59598 5.06394
H 2.12300 0.79402 3.32994
H 1.67600 -0.72598 4.09994
H 2.55500 -1.36598 2.01294
C -3.50100 -0.06598 -3.86606
O -2.48900 -0.15898 -2.87906
H -3.73500 -0.99598 -4.12406
H -3.44600 0.69502 -4.50806
H -4.28900 0.41702 -3.08206
H -1.87300 -0.64198 -3.26106
C 3.84300 0.87502 -0.16106
O 2.84000 1.75202 0.37894
H 4.70900 1.46702 -0.20806
H 3.71200 0.33002 -1.05606
H 4.14500 0.00802 0.39494
H 2.05000 1.18302 0.48294
C 1.78000 -5.02198 -1.58106
O 2.13500 -4.26098 -0.43106
H 1.46800 -5.91198 -1.29906
H 2.75100 -5.25698 -2.02006
H 0.98100 -4.50498 -2.13306
H 2.31200 -4.83998 0.28294
C 2.83400 -1.71898 -2.77106
O 1.59700 -1.62798 -3.21206
H 3.17200 -2.67998 -2.89506
H 2.92400 -1.64298 -1.71506
H 3.52800 -1.02298 -3.15606
H 1.23400 -1.53798 -2.33906
*
```

## Properties
energy above the lowest of the compared OMol25 structures with the same formula, charge and spin	775.9	kJ/mol
maximum force	18.3	eV Å⁻¹
HOMO energy	-9.3	eV
E_LUMO	0.0163	hartree
DFT total energy	-1635.41097	Eh

Atom charges from the Löwdin analysis, given in e for atoms 1 to 5: number 1, C, carries -0.086; number 2, O, carries -0.233; number 3, C, carries -0.222; number 4, C, carries -0.046; number 5, N, carries 0.041